The following is a quantum chemistry calculation of a cluster of 12 separate species, C5H35NO11 in total in a non-equilibrium geometry, from the OMol25 dataset.

As for the multiplicity: 1. The HOMO energy is -8.8 eV. Its SMILES is CC[C@@H](C)CN.O.O.O.O.O.O.O.O.O.O.O. The total energy comes out at -1093.776926 a.u. For the orbital gap, the calculation gives 9.048 eV. The charge is 0.

Cartesian coordinates (Å):
H 0.616 -0.135 -1.883
H -0.948 -1.228 -1.673
H -1.216 -2.184 1.702
H -0.977 3.197 1.276
C 1.919 -1.510 -0.141
C -0.179 -2.848 -0.019
H 2.241 1.683 -4.139
H 2.554 0.272 1.138
H -0.294 2.656 -2.474
N -1.216 -2.972 0.999
H 2.209 -2.280 0.597
O -0.065 3.559 1.365
H 0.677 -0.333 4.214
H -3.515 -3.000 -2.350
H 1.397 2.341 1.637
O -2.962 1.362 1.639
O 1.858 1.229 -3.336
O 0.293 0.509 4.441
O -1.862 -0.405 3.192
H 2.447 -1.933 -0.978
H 2.539 2.897 2.545
C -0.204 -0.579 -1.270
H -2.178 -3.864 -2.775
O -1.756 2.104 -2.851
C 0.421 -1.413 -0.096
H 0.547 1.123 3.714
O 2.503 -0.595 3.355
H 2.284 0.718 -0.620
H 3.671 -0.184 -0.028
O 2.062 2.201 2.320
H -0.257 4.208 -2.089
H 0.664 -3.514 0.330
O 0.371 3.395 -2.132
H -0.945 0.180 -0.866
H 2.744 0.274 2.921
O -2.975 -3.338 -3.044
H 0.118 -0.958 0.950
H -1.420 1.168 -2.718
H 0.966 0.941 -3.691
O -1.454 -0.229 -3.994
H 2.999 -1.181 2.900
H -2.205 -0.612 4.076
H -1.459 -1.333 -3.912
H 0.305 3.462 0.500
H -1.549 0.024 -4.875
H -0.942 -0.050 3.518
H -2.700 0.515 2.035
H -2.242 2.341 -1.966
H -3.809 1.503 1.923
H -1.243 -3.846 1.509
C 2.603 -0.105 0.154
H -0.433 -3.234 -1.027

The following is a quantum chemistry calculation of a cluster of 14 separate species, C5H35NO13 in total in a non-equilibrium geometry, from the OMol25 dataset.

As for the multiplicity: 1. The HOMO energy is -8.1 eV. The total energy comes out at -1244.208548 a.u. For the orbital gap, the calculation gives 8.114 eV. The charge is 0.

Cartesian coordinates (Å):
C 0.056 -0.857 0.724
H -1.493 0.190 1.288
H 1.059 2.686 2.175
H -0.183 2.502 -2.409
H -0.091 0.644 3.250
H -2.886 -0.575 -0.127
H -3.126 1.721 0.248
H 2.683 -0.220 1.224
O 0.721 -1.559 -2.491
H 3.704 0.095 -1.032
H -1.208 0.790 4.157
O 3.579 -0.228 1.457
O 2.433 -0.307 3.789
C -1.464 2.154 -0.889
C -0.786 0.967 -0.616
H -0.271 -3.851 -1.121
O 0.096 -3.188 -0.535
C -0.807 0.072 0.410
H -0.800 -2.280 2.421
H 3.417 -0.138 2.320
H 0.824 -1.097 0.104
N -2.686 2.379 -0.233
H -2.226 -2.788 1.016
H -3.506 -3.071 0.216
H -1.914 2.901 -2.845
H 2.840 0.292 -2.891
H -1.518 -1.456 -3.060
H 1.586 -0.697 3.849
O -0.668 0.165 3.789
H 3.297 3.163 0.515
H -3.246 3.177 -0.164
H 0.198 -1.596 1.613
O -0.962 -3.168 2.050
H 2.162 -0.252 -1.060
O -2.617 -3.074 0.172
H 2.326 0.699 3.741
H -0.959 -0.215 -2.815
H 1.964 -0.529 -3.672
C -1.088 2.973 -2.001
O -1.903 -0.546 -2.979
H -3.194 -0.499 -1.580
O 2.882 0.422 -1.189
H 0.643 -2.238 -1.836
H -0.685 -2.660 -0.239
O 2.324 3.114 0.442
O 2.857 -0.167 -3.756
H 2.260 2.253 -0.014
H -0.703 3.886 -1.813
H -0.513 2.219 1.896
O -3.486 -0.261 -0.742
H -0.228 -3.391 1.414
O 0.144 2.429 2.589
H 0.028 0.888 -1.425
H 1.132 -1.875 -3.336

The following is a quantum chemistry calculation of a cluster of 13 separate species, C5H35NO13 in total in a non-equilibrium geometry, from the OMol25 dataset.

As for the multiplicity: 1. The HOMO energy is -9.0 eV. The total energy comes out at -1244.278411 a.u. For the orbital gap, the calculation gives 9.007 eV. The charge is 0.

Cartesian coordinates (Å):
O -1.241 1.980 3.722
O 3.011 -1.704 0.425
C -2.630 -1.114 2.650
H -2.345 -3.673 1.363
H -2.889 -0.206 3.223
H -1.239 0.131 1.556
H 3.997 -1.797 0.565
H -0.524 1.924 4.263
O 1.953 1.127 3.337
H 0.588 -2.048 -0.682
O 1.600 -3.344 -3.068
H 2.703 3.106 -1.901
H -0.941 2.588 3.047
C -2.863 -2.426 -0.303
H -3.979 1.970 -0.153
H 3.097 -1.148 -0.388
O -3.118 -2.630 -1.470
H -3.617 -1.806 0.056
H -1.225 -3.819 -0.272
H -1.927 2.890 -0.809
H 1.441 2.840 0.162
O 2.569 -0.497 -2.184
H -1.648 1.472 -2.688
H 2.134 0.300 -2.548
O 2.887 3.160 -0.917
C 0.072 -1.336 0.075
H -0.972 2.744 -2.754
H -0.435 -0.552 -0.502
O -0.951 1.855 -3.164
H 1.500 0.294 3.444
H 1.693 1.220 -4.245
H 3.434 -1.139 2.990
H -2.205 -1.824 3.346
H -3.581 -1.456 2.191
O -1.539 3.764 -1.045
C -0.870 -2.024 1.112
H -3.036 0.912 -0.547
H 0.910 2.114 -3.195
O 2.740 -1.784 3.087
H 3.652 2.630 -0.841
H 0.956 -0.808 0.523
H 0.619 -3.333 -3.288
C -1.827 -3.112 0.550
H 2.101 -1.847 2.337
N -1.679 -0.811 1.522
O 1.756 1.803 -3.514
H 2.319 -1.204 -2.794
O -3.295 1.897 -0.709
O 0.832 2.269 0.649
H 2.162 1.450 2.429
H 1.668 -3.673 -2.166
H -0.016 2.581 0.185
H -0.355 -2.483 2.023
H -1.223 4.207 -0.298